Formula: H38O19Tl
Source: the OMol25 dataset
Level of theory: ωB97M-V/def2-TZVPD

```
! RIJCOSX wB97M-V def2-TZVPD def2/J DEFGRID3
* xyz 3 1
Tl -0.055 9.132 -11.358
O -0.547 11.522 -13.090
O -0.802 13.870 -10.936
O 1.811 7.217 -12.565
O -1.680 6.903 -12.692
O -1.713 6.979 -15.412
O -4.466 11.775 -11.035
O -2.892 9.447 -12.296
O 0.057 6.379 -10.137
O 2.594 9.398 -7.171
O -2.208 8.208 -9.408
O 1.615 6.654 -7.686
O 1.439 11.550 -10.684
O 2.103 10.276 -13.266
O -1.882 11.450 -10.278
O -0.323 8.843 -14.411
O -1.016 7.304 -6.951
O 0.209 9.999 -8.526
O -2.814 5.582 -10.085
O 2.511 8.367 -9.899
H 2.130 11.819 -10.079
H 2.171 6.979 -6.978
H 3.413 8.616 -9.693
H 0.725 5.722 -9.943
H -2.618 7.346 -9.475
H 2.112 6.597 -11.901
H -0.078 7.470 -6.855
H -0.119 10.785 -8.088
H -2.686 4.891 -9.435
H 3.404 8.895 -7.094
H -2.771 11.759 -10.451
H -1.668 6.077 -15.729
H 2.226 7.854 -9.143
H -1.193 12.226 -13.036
H -3.524 8.737 -12.411
H -3.064 10.042 -13.026
H 1.809 5.718 -7.733
H 2.611 9.998 -6.425
H -1.250 7.723 -7.779
H -2.512 7.331 -15.806
H 2.883 10.786 -13.048
H 1.077 9.858 -8.148
H -0.092 9.409 -15.148
H -0.769 5.962 -9.890
H 2.175 10.118 -14.207
H -1.370 12.249 -10.155
H -0.971 8.236 -14.768
H -1.887 6.044 -12.326
H 1.972 6.773 -13.398
H -4.597 10.915 -10.636
H -4.930 12.380 -10.456
H -0.453 14.175 -11.773
H -0.096 11.672 -13.921
H -2.758 8.688 -8.789
H -3.683 5.412 -10.448
H -1.891 6.825 -13.622
H -1.479 14.508 -10.712
H 1.300 12.313 -11.245
*
```

The value obtained for the orbital gap is 3.07 eV. The energy above the lowest of the compared OMol25 structures with the same formula, charge and spin is 0.000 eV. The calculation puts the LUMO energy at -14.8864 eV.